(1)
84
Properties=species:S:1:pos:R:3:lowdin_charge:R:1 method="wB97M-V/def2-TZVPD" e_homo_ha="-0.291 / -0.337" orbital_gap_ev="8.274 / 7.985" multiplicity=6 e_above_lowest_ev=1.051 s2=8.765
Fe 0.5127 -0.3989 1.4394 0.81
O 4.2261 0.1660 1.3445 0.10
C 3.1949 0.7828 1.4648 -0.57
O 2.1205 0.3103 2.0581 -0.19
C 3.1081 2.2164 0.9870 -0.12
C 4.3013 2.9355 0.9836 -0.01
C 4.3092 4.2899 0.7049 -0.06
C 3.1168 4.9487 0.4290 -0.07
C 1.9317 4.2358 0.3917 -0.09
C 1.9183 2.8631 0.6465 -0.30
P 0.3369 1.9711 0.5351 1.14
C -0.6289 2.9160 1.7686 -0.35
C -1.8671 3.4934 1.5148 -0.08
C -2.5644 4.1280 2.5358 -0.07
C -2.0271 4.1972 3.8115 -0.08
C -0.7826 3.6340 4.0659 -0.07
C -0.0902 2.9904 3.0538 -0.09
C -0.3748 2.3517 -1.0879 -0.33
C -1.6546 1.8682 -1.3728 -0.11
C -2.2232 2.0761 -2.6184 -0.08
C -1.5101 2.7434 -3.6052 -0.07
C -0.2226 3.1843 -3.3451 -0.07
C 0.3488 2.9835 -2.0963 -0.07
H 5.2121 2.4040 1.2233 0.12
H 5.2422 4.8381 0.7169 0.11
H 3.1103 6.0152 0.2453 0.11
H 1.0042 4.7489 0.1662 0.12
H -2.2876 3.4724 0.5182 0.10
H -3.5305 4.5696 2.3282 0.11
H -2.5724 4.6915 4.6048 0.10
H -0.3482 3.6977 5.0553 0.11
H 0.8757 2.5427 3.2621 0.11
H -2.2050 1.3149 -0.6226 0.09
H -3.2164 1.6995 -2.8245 0.10
H -1.9521 2.9030 -4.5801 0.11
H 0.3480 3.6836 -4.1173 0.11
H 1.3635 3.3119 -1.9184 0.10
C -0.6922 -2.9994 2.5502 -0.17
Si -1.6669 -1.4557 2.9667 0.38
C -0.7729 -0.5396 4.3478 -0.18
C -3.3790 -1.8950 3.5570 -0.18
C -1.5954 -0.2917 1.5252 -0.26
H -0.9132 -3.7830 3.2802 0.04
H 0.3956 -2.8578 2.5790 0.04
H -0.9109 -3.3863 1.5529 0.02
H -0.7571 -1.1201 5.2738 0.04
H -1.2594 0.4192 4.5475 0.03
H 0.2757 -0.3106 4.1130 0.02
H -3.3163 -2.4493 4.4975 0.03
H -3.9058 -2.5169 2.8305 0.03
H -3.9745 -0.9965 3.7300 0.03
H -2.0001 0.7026 1.6890 -0.01
H -1.7304 -0.6632 0.5085 -0.01
C 2.6279 -4.2173 -2.9071 -0.03
C 2.7220 -2.8516 -2.2443 -0.62
C 3.5527 -1.8893 -3.0763 -0.03
C 3.2940 -2.9657 -0.8381 -0.03
O 1.3785 -2.2807 -2.2541 -0.15
P 0.3076 -2.4872 -1.1082 0.29
O 0.1095 -3.8858 -0.6912 -0.25
O 0.6962 -1.5022 0.0144 -0.35
O -0.9624 -1.7987 -1.7702 -0.16
C -2.1434 -2.4970 -2.2595 -0.61
C -2.8672 -3.1856 -1.1112 -0.03
C -1.7398 -3.4886 -3.3409 -0.03
C -3.0038 -1.3868 -2.8380 -0.03
H 3.6145 -4.6811 -2.9555 0.09
H 2.2341 -4.1191 -3.9199 0.09
H 1.9620 -4.8633 -2.3342 0.08
H 4.5459 -2.3058 -3.2498 0.09
H 3.6620 -0.9347 -2.5596 0.09
H 3.0705 -1.7121 -4.0382 0.09
H 4.3059 -3.3670 -0.9105 0.10
H 2.6990 -3.6408 -0.2215 0.08
H 3.3515 -1.9938 -0.3479 0.07
H -2.2457 -3.9636 -0.6726 0.07
H -3.7915 -3.6321 -1.4823 0.09
H -3.1237 -2.4586 -0.3364 0.08
H -1.0921 -4.2619 -2.9282 0.08
H -1.2044 -2.9740 -4.1404 0.09
H -2.6288 -3.9631 -3.7591 0.09
H -3.2451 -0.6586 -2.0616 0.07
H -3.9334 -1.7986 -3.2334 0.09
H -2.4731 -0.8713 -3.6394 0.09



(2)
27
Properties=species:S:1:pos:R:3:lowdin_charge:R:1 method="wB97M-V/def2-TZVPD" e_homo_ha=-0.281 orbital_gap_ev=7.804 e_above_lowest_ev=4.111
C 1.9205 -1.3562 -0.9612 0.02
C 2.1627 -0.1281 -0.3354 -0.41
C 0.8076 -1.8449 -0.2736 -0.23
C -2.5071 -0.6968 0.1594 -1.18
C 3.2208 0.8542 -0.7122 -0.02
C 0.0794 -3.1205 -0.5856 -0.03
C -1.9449 3.1525 0.8058 -0.16
C -0.7536 -0.6707 1.3089 -0.04
C -1.5489 2.0805 -0.2242 -0.47
N 1.2239 0.2173 0.4291 0.09
N 0.3538 -0.7868 0.4845 -0.16
S -3.2383 -2.0536 0.4678 0.65
S -2.8398 0.7368 -0.5523 0.89
H 2.6781 -1.8639 -1.4697 0.09
H 3.8602 0.3273 -1.5555 0.13
H 2.7306 1.7731 -0.8938 0.06
H 3.7730 0.9818 0.1876 0.06
H 0.8723 -3.9533 -0.7245 0.11
H -0.7401 -3.2942 0.1743 0.05
H -0.4368 -3.0673 -1.5146 0.06
H -2.3380 2.5957 1.7359 0.09
H -0.9995 3.4427 1.2474 0.06
H -2.7249 3.9084 0.4250 0.10
H -0.5409 0.1704 1.8810 0.07
H -1.0170 -1.5607 1.8266 0.05
H -0.5606 1.5511 -0.1249 0.05
H -1.4927 2.6053 -1.2057 0.07